DFT (the ωB97M-V functional and the def2-TZVPD basis) results for 6 unconnected molecules or ions with the total composition C36H64ClN3O10 in a non-equilibrium geometry.

Atoms and positions in Å:
C -3.451 6.093 -2.965
C -2.912 6.033 -4.476
Cl -1.668 7.331 -4.831
C -2.501 4.593 -4.951
C -1.208 4.003 -4.242
C -0.449 4.695 -3.147
N 0.659 4.240 -2.481
C 0.960 2.968 -2.966
C 2.141 2.257 -2.319
C 2.560 0.908 -2.711
C 1.817 0.147 -3.813
C 2.258 -1.285 -4.167
C 1.535 -2.519 -3.692
C 2.128 -3.805 -4.095
N 3.221 -4.079 -4.867
C 3.909 -2.979 -5.319
C 3.461 -1.621 -4.982
C 0.699 0.836 -4.442
C 0.261 2.229 -4.038
N -0.845 2.760 -4.692
H -2.699 6.588 -2.286
H -4.392 6.707 -2.955
H -3.726 5.062 -2.581
H -3.815 6.322 -5.100
H -2.415 4.528 -6.072
H -3.334 3.875 -4.666
H -0.827 5.707 -2.828
H 2.707 2.772 -1.498
H 3.410 0.379 -2.209
H 0.607 -2.426 -3.063
H 1.587 -4.716 -3.698
H 4.837 -3.159 -5.932
H 4.064 -0.760 -5.390
H 0.118 0.327 -5.265
C 0.556 0.713 2.798
O 1.231 -0.268 2.023
C 0.419 -1.407 1.756
C -0.190 -1.336 0.363
O -1.097 -0.245 0.241
C -0.498 0.887 -0.375
H 1.097 1.656 2.698
H -0.472 0.869 2.463
H 0.556 0.414 3.851
H -0.354 -1.521 2.521
H 1.071 -2.284 1.806
H -0.766 -2.250 0.187
H 0.592 -1.276 -0.402
H -0.462 0.734 -1.459
H 0.511 1.076 -0.004
H -1.118 1.759 -0.162
C -1.843 4.577 6.712
O -3.109 4.009 6.407
C -3.152 3.434 5.106
C -2.960 1.923 5.153
O -1.662 1.576 5.625
C -1.656 1.232 7.003
H -1.782 4.707 7.793
H -1.016 3.936 6.395
H -1.752 5.556 6.232
H -2.411 3.903 4.450
H -4.144 3.646 4.696
H -3.046 1.530 4.136
H -3.734 1.449 5.765
H -2.019 0.206 7.126
H -2.272 1.907 7.602
H -0.628 1.286 7.362
C -2.633 -1.523 -4.266
O -1.960 -2.522 -5.020
C -2.785 -3.652 -5.286
C -3.379 -3.595 -6.688
O -4.270 -2.494 -6.833
C -3.661 -1.376 -7.463
H -2.076 -0.590 -4.369
H -3.654 -1.356 -4.620
H -2.654 -1.808 -3.209
H -3.571 -3.745 -4.530
H -2.146 -4.538 -5.216
H -3.965 -4.504 -6.855
H -2.591 -3.557 -7.447
H -3.625 -1.541 -8.545
H -2.650 -1.191 -7.092
H -4.273 -0.497 -7.261
C -0.824 -6.494 5.672
O -0.747 -5.386 6.556
C 0.354 -4.531 6.267
C -0.078 -3.314 5.457
O -0.554 -3.686 4.168
C -1.972 -3.748 4.107
H -1.829 -6.914 5.742
H -0.643 -6.208 4.633
H -0.100 -7.258 5.972
H 1.148 -5.082 5.753
H 0.752 -4.186 7.226
H 0.795 -2.672 5.303
H -0.833 -2.733 5.996
H -2.379 -2.735 4.010
H -2.404 -4.228 4.988
H -2.249 -4.324 3.224
C 7.284 0.226 2.519
O 5.997 0.498 3.052
C 5.343 1.572 2.382
C 4.342 1.063 1.351
O 4.992 0.361 0.294
C 4.944 -1.049 0.466
H 7.583 -0.770 2.849
H 7.290 0.242 1.426
H 8.004 0.956 2.900
H 6.074 2.243 1.921
H 4.799 2.139 3.143
H 3.839 1.925 0.900
H 3.579 0.436 1.820
H 3.959 -1.422 0.163
H 5.141 -1.347 1.498
H 5.702 -1.496 -0.178

Summary:
SMILES	C[C@@H](Cl)Cc1cnc2ccc(-c3ccncc3)cc2n1.COCCOC.COCCOC.COCCOC.COCCOC.COCCOC
spin multiplicity	1
calculated total energy	-75828.467	eV
net charge	0
frontier orbital gap	8.280	eV